Record 1
Computed, not measured: a structure of composition C7H14BCuIO2, with ωB97M-V/def2-TZVPD.

Structure (XYZ):
```
26
Properties=species:S:1:pos:R:3:forces:R:3
I -2.305 4.967 -3.330 0.01 0.11 0.07
Cu -1.380 1.774 -2.382 0.07 0.01 0.16
O 0.782 0.776 -0.437 0.01 -0.06 0.22
O -1.153 -0.396 -0.206 0.13 -0.09 0.13
C -0.162 -1.094 0.567 -0.20 0.14 -0.01
C -2.179 2.834 -3.842 -0.01 -0.11 -0.03
C 0.930 -0.015 0.753 0.05 0.04 -0.25
C 0.673 0.899 1.945 0.00 0.03 0.08
C 0.311 -2.286 -0.256 0.02 -0.08 -0.04
C 2.349 -0.551 0.811 0.08 -0.04 0.06
C -0.801 -1.582 1.855 0.01 -0.06 0.09
B -0.542 0.663 -0.914 -0.11 0.07 -0.32
H 0.790 -1.955 -1.178 -0.02 0.02 0.01
H 2.610 -1.076 -0.106 -0.01 0.01 0.01
H -0.560 -2.885 -0.522 0.01 0.00 -0.01
H 1.352 1.749 1.876 -0.01 0.00 0.01
H 0.846 0.389 2.897 0.00 0.00 -0.01
H -0.349 1.280 1.928 0.01 0.00 -0.02
H -0.056 -2.042 2.512 -0.02 0.01 -0.02
H 2.476 -1.234 1.657 0.00 0.02 -0.02
H -3.220 2.630 -4.098 0.00 -0.02 -0.04
H -1.286 -0.767 2.388 0.00 0.00 -0.01
H -1.560 -2.332 1.623 0.01 0.01 0.00
H 1.011 -2.914 0.302 -0.01 0.01 -0.01
H 3.047 0.279 0.937 -0.01 0.00 0.00
H -1.623 2.888 -4.781 -0.02 -0.02 -0.03
```
Forces are in eV/Å.

## Properties
Charge: -1
Energy above the lowest of the compared OMol25 structures with the same formula, charge and spin (eV): 0.000
Kohn-Sham gap (Eh): 0.252
Lowest unoccupied orbital energy (eV): 3.0
E_HOMO (eV): -3.9



Record 2
Computed, not measured: the ion C7H14BrN2 with charge +1 in a non-equilibrium geometry, with ωB97M-V/def2-TZVPD.

Structure (XYZ):
```
24
Properties=species:S:1:pos:R:3:forces:R:3
Br -2.955 0.506 1.524 1.32 0.72 -0.38
N -1.010 0.239 -0.570 -1.36 -0.63 -1.87
N -1.185 2.486 0.213 0.71 -1.04 1.55
C 0.212 0.548 -1.356 2.68 -1.97 -1.32
C -1.095 -1.256 -0.214 0.89 -1.44 -2.75
C 1.455 -0.294 -1.088 -1.67 -2.07 2.33
C 1.318 -0.941 0.357 1.54 -0.50 0.59
C -1.260 1.182 0.585 -1.34 -0.95 -0.52
C -0.052 -1.437 0.821 0.80 -1.74 -2.76
C 1.740 0.052 1.399 1.54 -0.92 -1.21
H 0.011 -2.480 1.059 -0.06 -0.64 0.25
H 0.085 0.606 -2.434 -1.05 -0.55 -0.08
H -1.633 0.412 -1.394 -0.71 -0.10 1.45
H 1.281 0.240 2.325 -1.07 -0.01 0.84
H -0.379 -0.944 1.651 -0.63 1.30 2.43
H 2.793 0.224 1.442 0.63 0.61 -0.18
H 2.035 -1.881 0.256 -1.10 1.94 0.73
H -0.930 -1.927 -1.189 0.15 1.97 1.72
H -1.800 2.743 -0.530 -0.38 0.82 -0.42
H -2.043 -1.637 0.093 -0.92 0.80 0.35
H -1.100 3.083 1.037 -0.39 0.23 -0.74
H 0.542 1.474 -1.168 0.44 3.75 1.30
H 2.423 0.155 -1.121 0.25 1.08 -0.13
H 1.547 -1.154 -1.699 -0.29 -0.65 -1.19
```
Forces are in eV/Å.

## Properties
Charge: +1
Energy above the lowest of the compared OMol25 structures with the same formula, charge and spin (eV): 4.414
Kohn-Sham gap (spin up / spin down) (Eh): 0.240 / 0.356
Lowest unoccupied orbital energy (spin up / spin down) (eV): -5.4 / -3.6
E_HOMO (spin up / spin down) (eV): -11.9 / -13.3



Record 3
Computed, not measured: a cluster of 2 separate species, C7H14Cl2N2 in total in a non-equilibrium geometry, with ωB97M-V/def2-TZVPD.

Structure (XYZ):
```
25
Properties=species:S:1:pos:R:3:forces:R:3
Cl 3.890 1.809 -0.566 -0.79 -2.46 0.82
Cl 4.406 -1.404 0.011 0.20 -0.79 0.03
N -0.223 0.962 0.324 0.43 -3.88 4.05
N 3.143 -0.456 0.206 1.11 3.82 -0.58
C 1.221 0.804 0.852 -1.83 -1.15 2.28
C -0.646 2.310 0.464 -1.98 1.83 0.42
C -0.431 0.333 -0.973 1.01 0.00 -1.65
C 1.205 -1.744 0.897 1.01 0.38 -1.35
C 1.964 -0.476 0.651 -0.44 -0.95 0.83
C -0.639 -1.156 -0.892 -1.17 0.40 0.47
C 0.710 -1.811 -0.589 -0.97 -4.34 -0.90
H -1.746 2.299 0.559 0.38 0.15 -0.42
H 1.271 0.983 1.983 -0.29 0.07 -1.54
H -0.880 0.443 0.992 1.23 0.45 -0.86
H 1.803 -2.634 1.184 -0.41 0.76 -0.03
H 0.535 0.413 -1.501 -0.58 0.80 -0.31
H 0.510 -2.976 -0.764 0.74 2.37 0.18
H -1.208 0.900 -1.455 -0.32 0.01 -0.40
H -1.461 -1.335 -0.099 1.26 -0.34 -1.16
H -1.047 -1.475 -1.890 0.46 0.07 1.03
H 0.379 -1.498 1.528 -0.37 -0.40 0.79
H -0.353 2.831 -0.405 0.33 1.00 -0.84
H -0.315 2.791 1.371 0.55 -0.05 0.20
H 1.728 1.490 0.318 1.78 2.81 -1.36
H 1.552 -1.499 -1.276 -1.34 -0.54 0.32
```
Forces are in eV/Å.

## Properties
Charge: +2
Energy above the lowest of the compared OMol25 structures with the same formula, charge and spin (eV): 1.958
Kohn-Sham gap (spin up / spin down) (Eh): 0.257 / 0.257
Lowest unoccupied orbital energy (spin up / spin down) (eV): -12.1 / -12.1
E_HOMO (spin up / spin down) (eV): -19.1 / -19.1



Record 4
Computed, not measured: a cluster of 2 separate species, C7H14Cl2N4 in total in a non-equilibrium geometry, with ωB97M-V/def2-TZVPD.

Structure (XYZ):
```
27
Properties=species:S:1:pos:R:3:forces:R:3
Cl 1.971 1.270 -1.939 0.48 0.63 1.48
Cl 4.002 0.980 2.949 -0.11 0.00 -0.96
N 2.554 0.688 0.702 -0.03 0.35 -2.73
N 0.238 -0.423 -0.318 4.31 3.19 1.27
N 0.797 2.244 0.287 0.08 -1.41 -3.28
N 1.798 2.178 2.302 0.34 0.58 1.04
C -1.954 -0.069 0.658 -1.21 -1.12 1.22
C 1.574 1.213 -0.254 -0.81 -1.41 0.73
C 0.713 2.611 1.543 2.40 -0.40 3.54
C -0.126 -0.707 -1.589 -2.48 1.60 -2.07
C 2.813 1.388 1.812 -2.10 1.17 3.11
C -0.444 -0.385 0.871 -2.55 0.82 0.46
C 0.528 -1.938 -2.091 -0.47 -2.90 -0.50
H -2.337 0.987 0.533 0.91 -1.01 0.70
H 1.595 -1.984 -1.851 -0.09 0.15 -0.57
H 0.063 3.366 1.975 -0.12 -0.26 -0.47
H 3.357 0.276 0.231 -0.05 -0.27 0.19
H -0.383 -1.282 1.500 0.34 -0.20 -0.47
H -1.205 -0.854 -1.596 -0.19 -0.12 -0.26
H -2.477 -0.621 -0.113 0.44 -0.25 -0.53
H 0.018 2.488 -0.282 -0.50 0.56 -0.83
H 0.000 0.253 -2.232 0.04 -1.70 0.73
H 1.843 2.477 3.334 0.13 -0.51 -2.17
H 0.266 -2.124 -3.199 0.66 0.26 1.85
H -2.312 -0.654 1.538 -0.76 1.49 -0.20
H -0.118 0.443 1.505 0.57 -0.28 0.10
H 0.062 -2.780 -1.443 0.78 1.04 -1.38
```
Forces are in eV/Å.

## Properties
Charge: +2
Energy above the lowest of the compared OMol25 structures with the same formula, charge and spin (eV): 4.596
Kohn-Sham gap (spin up / spin down) (Eh): 0.328 / 0.211
Lowest unoccupied orbital energy (spin up / spin down) (eV): -8.7 / -9.6
E_HOMO (spin up / spin down) (eV): -17.6 / -15.3



Record 5
Computed, not measured: a cluster of 2 separate species, C7H14ClO2S in total in a non-equilibrium geometry, with ωB97M-V/def2-TZVPD.

Structure (XYZ):
```
25
Properties=species:S:1:pos:R:3:forces:R:3
Cl -2.768 1.793 1.250 -0.21 0.32 0.69
S -1.857 -1.648 0.343 0.60 0.71 -0.54
O -2.827 -1.966 -0.746 0.01 -0.06 0.07
O -0.678 -2.571 0.333 -0.08 -0.13 0.12
C 3.906 -0.715 0.542 -0.09 0.18 0.15
C 0.175 0.394 0.449 0.19 -0.22 -0.15
C -2.392 1.469 -0.422 2.53 -3.31 -0.28
C 1.445 -0.385 0.093 0.02 0.16 0.31
C -0.983 -0.098 -0.362 -2.95 2.35 0.14
C 2.628 -0.007 0.977 0.02 -0.05 -0.21
C -3.559 0.955 -1.210 -0.14 0.08 0.06
H 0.352 1.465 0.282 -0.05 -0.02 0.08
H 4.174 -0.422 -0.474 0.05 -0.04 -0.05
H 3.759 -1.794 0.557 0.06 -0.11 -0.02
H -0.789 -0.207 -1.427 0.00 -0.23 -0.12
H -3.687 -0.115 -1.025 -0.09 0.14 -0.07
H -0.050 0.252 1.510 0.02 0.09 0.07
H -3.362 1.095 -2.273 -0.01 -0.02 -0.11
H 2.401 -0.264 2.016 -0.02 0.06 -0.01
H 1.701 -0.186 -0.954 0.00 -0.05 -0.04
H 2.785 1.078 0.933 -0.03 -0.01 0.10
H 1.220 -1.450 0.189 0.07 0.05 -0.09
H -1.850 2.312 -0.835 0.01 0.04 0.01
H 4.738 -0.464 1.202 0.10 -0.06 -0.02
H -4.483 1.477 -0.948 -0.02 0.12 -0.07
```
Forces are in eV/Å.

## Properties
Charge: -1
Energy above the lowest of the compared OMol25 structures with the same formula, charge and spin (eV): 0.000
Kohn-Sham gap (Eh): 0.252
Lowest unoccupied orbital energy (eV): 3.4
E_HOMO (eV): -3.5



Record 6
Computed, not measured: a structure of composition C7H14CuOPS in a non-equilibrium geometry, with ωB97M-V/def2-TZVPD.

Structure (XYZ):
```
25
Properties=species:S:1:pos:R:3:forces:R:3
Cu -1.611 0.408 -0.313 1.64 1.14 0.14
S -0.123 0.127 1.495 -0.12 -0.25 -1.06
P -3.436 -0.522 -0.677 0.46 0.20 -0.02
O 0.305 -1.270 1.725 0.10 -0.09 0.43
C 1.079 0.601 -1.583 0.45 0.00 0.45
C 1.326 1.158 1.812 0.03 0.19 0.23
C 2.481 0.294 -1.560 -0.45 0.44 -0.21
C 1.418 -1.496 -2.429 -0.04 1.22 0.39
C -1.228 0.572 2.834 0.13 0.15 0.19
C 0.406 -0.529 -2.083 0.16 -0.24 -0.35
C 2.727 -0.969 -2.158 -1.59 -0.07 0.45
H 1.681 0.838 2.803 0.10 0.05 -0.35
H -1.130 1.624 3.080 -0.04 0.06 0.07
H 3.229 0.927 -1.114 0.30 0.31 -0.13
H -4.516 0.369 -0.555 -0.22 -0.65 -0.16
H -2.238 0.382 2.475 0.02 0.00 0.02
H 3.708 -1.468 -2.336 -1.01 0.47 0.29
H 2.057 0.961 1.002 -0.53 -0.12 0.46
H 1.078 2.229 1.837 -0.12 -0.39 -0.13
H 1.200 -2.473 -2.760 -0.13 -1.01 -0.56
H 0.541 1.516 -1.242 0.77 -0.54 -0.29
H -3.689 -1.542 0.252 -0.87 -0.40 0.03
H -0.718 -0.542 -2.230 1.41 -0.37 -0.14
H -3.548 -1.119 -1.945 -0.58 -0.09 0.03
H -0.999 -0.078 3.672 0.13 -0.01 0.23
```
Forces are in eV/Å.

## Properties
Charge: -1
Energy above the lowest of the compared OMol25 structures with the same formula, charge and spin (eV): 0.107
Kohn-Sham gap (spin up / spin down) (Eh): 0.140 / 0.203
Lowest unoccupied orbital energy (spin up / spin down) (eV): 2.9 / 2.8
Expectation value of S²: 0.753
E_HOMO (spin up / spin down) (eV): -0.9 / -2.7
2S+1: 2